Entry 1:
18
Properties=species:S:1:pos:R:3:forces:R:3 method="wB97M-V/def2-TZVPD" relative_energy_ev=0.8815 lumo_ev="4.0 / 4.0" spin_multiplicity=2 homo_lumo_gap_ev="3.60 / 7.09" total_charge=-1
C 0.273319 -0.334918 -2.115194 -0.25 0.28 -1.27
C -0.822833 0.467051 -1.423764 0.21 0.34 0.59
N -0.984069 0.127353 -0.012423 -0.37 -0.69 -0.49
C 0.004100 0.656589 2.144597 -0.07 0.65 -0.07
C 0.242761 0.007203 0.768166 0.28 0.70 0.38
C 0.783416 -1.377055 0.892762 0.19 -0.61 0.12
O 1.954751 -1.582849 1.394001 -0.12 0.22 -0.06
H 0.463173 -1.297242 -1.648935 0.14 0.07 0.26
H 1.189863 0.240511 -2.277033 0.08 -0.19 0.68
H -0.041782 -0.510707 -3.150743 -0.16 -0.23 0.00
H -1.778438 0.342021 -1.939881 -0.07 -0.21 0.10
H -0.584470 1.535565 -1.516226 0.15 0.21 -0.20
H -1.650326 0.752860 0.415735 0.12 0.06 0.08
H 0.031813 1.761092 2.066281 -0.07 -0.10 -0.05
H -0.988164 0.390497 2.516507 0.05 -0.25 0.21
H 0.785486 0.379071 2.849935 -0.08 -0.25 -0.04
H 1.024748 0.667295 0.320048 0.10 -0.20 -0.11
H 0.096652 -2.224338 0.716167 -0.12 0.21 -0.13

=====

Entry 2:
18
Properties=species:S:1:pos:R:3:forces:R:3 method="wB97M-V/def2-TZVPD" relative_energy_ev=2.5249 lumo_ev="3.2 / 3.2" homo_lumo_gap_ev="7.27 / 7.27" total_charge=-1
C 2.073124 1.319899 -0.227059 0.57 0.26 0.19
C -1.005808 1.752065 0.963258 1.85 -1.56 0.32
C -1.112234 -0.660655 0.093005 -2.44 1.06 0.54
C 1.024313 0.505084 0.504402 -2.89 0.43 1.88
C 0.184116 -0.283489 -0.483148 2.20 -1.14 -0.69
N 0.908416 -1.521671 -0.881867 -0.94 0.34 -0.85
O 2.008270 2.550008 -0.346502 0.14 -0.72 0.09
O 2.891081 0.464638 -0.685855 0.01 0.70 0.15
O -1.954215 1.208106 -1.603851 0.21 0.70 -0.54
S -2.090448 0.891135 -0.168846 -0.57 -0.45 1.19
H -1.399287 1.505677 1.982260 0.37 0.12 -0.78
H -0.756944 2.795247 0.879781 -0.12 0.25 -0.53
H -1.744917 -1.488323 -0.270672 0.84 0.17 -0.22
H -1.102025 -0.615443 1.171157 0.17 -0.74 0.49
H 1.204812 -0.035131 1.554403 -0.16 1.30 -2.47
H 0.002725 0.313923 -1.382673 0.26 -0.06 0.10
H 1.844853 -1.296937 -1.193709 0.08 0.44 0.15
H 1.004021 -1.996363 -0.021632 0.43 -1.09 0.99

=====

Entry 3:
57
Properties=species:S:1:pos:R:3:forces:R:3 method="wB97M-V/def2-TZVPD" relative_energy_ev=0.0000 lumo_ev="0.0 / 0.0" spin_multiplicity=2 homo_lumo_gap_ev="2.43 / 10.48"
O 1.852342 1.078925 1.098412 0.76 -0.18 -0.96
C 0.941550 0.600047 0.292052 -1.46 -0.76 -0.20
C 1.327465 -0.101828 -1.012787 -0.91 0.74 0.09
N 0.089208 -0.525756 -1.801320 0.23 1.68 -0.01
C -0.068103 0.330461 -3.029216 0.41 -0.86 -1.21
C 1.262980 0.971468 -3.281629 2.28 1.40 1.08
C 2.052185 0.865060 -1.940382 1.25 -0.66 -0.81
O -0.246833 0.696241 0.566517 0.01 0.64 0.09
H 1.370810 1.724331 1.751236 0.31 -0.40 0.10
H 1.774902 -1.071793 -0.796841 0.77 0.24 0.06
H -1.537379 -5.095349 0.791691 -0.17 0.24 0.26
H -0.821305 -0.381638 -1.304516 0.49 -1.03 0.52
H -0.198781 -0.388071 -3.842786 -0.56 0.03 0.05
H -0.947326 0.959991 -2.962537 0.16 0.24 0.29
H 1.891888 0.578291 -4.076980 -0.51 -0.96 -0.10
H 1.407346 2.034919 -3.490949 -1.42 0.14 -0.16
H 2.277510 1.851928 -1.560587 -0.66 -0.01 0.60
H 3.063910 0.490342 -2.125180 -0.04 -0.30 -0.16
H -0.912754 0.407643 2.414360 0.01 0.36 -0.22
H -0.922178 0.008295 3.853021 0.09 -0.80 0.95
O -0.991431 0.777385 3.310984 -0.34 0.29 -0.83
H -2.076957 -1.836666 5.248207 -0.07 -0.05 0.21
H -2.512223 -2.070022 3.813303 -0.25 -0.26 -0.27
O -1.946362 -2.433245 4.507502 0.22 0.36 -0.15
H 0.229213 -3.334538 -3.325176 0.40 0.36 0.67
H -1.157219 -3.342988 -3.661945 -0.70 0.45 0.29
O -0.593379 -2.905954 -2.994845 0.39 -1.01 -1.02
H 3.385770 -3.813754 0.993983 0.22 0.35 -0.47
H 2.091881 -4.325691 1.458913 -0.32 -0.11 -0.40
O 2.460091 -3.820075 0.711708 0.26 -0.61 0.87
H -0.327328 3.561823 -0.526054 0.23 0.54 0.19
H -0.465934 4.382997 -1.849645 0.11 0.24 0.34
O -0.609811 3.527676 -1.443129 -0.57 -0.91 -0.48
H -1.466271 -5.050801 -0.682907 -0.02 0.33 -0.41
H 0.242249 -1.491567 -2.140031 -0.62 -0.05 0.41
O -1.830064 -4.547283 0.053823 0.16 -0.47 0.16
H 1.331033 2.626161 3.515727 -0.24 -0.14 0.18
H -0.054022 2.179680 2.884641 0.51 -0.01 0.48
O 0.820365 2.599981 2.701448 -0.35 0.77 0.02
H -3.282566 -1.668098 1.079663 -0.41 -0.21 -0.25
H -4.415669 -2.628824 1.513070 0.07 -0.11 -0.17
O -3.739564 -2.037487 1.847352 0.24 0.28 0.54
H -2.647576 2.589988 -0.719676 0.07 0.08 -0.39
H -3.869159 1.668716 -1.086330 0.04 0.29 -0.23
O -3.266468 1.931481 -0.386764 -0.01 -0.27 0.50
H 1.707633 4.368360 -0.065725 0.12 0.10 0.07
H 1.417090 5.035637 1.272865 0.00 -0.02 0.21
O 1.009368 4.815000 0.434317 0.08 -0.14 -0.36
H 0.348775 -2.039494 2.054621 -0.05 -0.07 0.02
H 1.304285 -2.589544 0.973095 -0.32 0.41 -0.06
O 0.616185 -1.903699 1.139607 0.11 -0.21 0.17
H 3.234526 2.481291 0.568905 0.09 -0.30 -0.22
H 4.432427 2.613490 -0.400049 0.02 -0.02 0.07
O 3.560179 2.964565 -0.202011 0.01 0.54 0.19
H -1.771912 -0.938761 0.398774 0.44 0.05 -0.23
H -2.526332 0.277548 -0.180112 0.00 0.01 0.06
O -2.298257 -0.656798 -0.359686 -0.56 -0.25 0.06

=====

Entry 4:
36
Properties=species:S:1:pos:R:3:forces:R:3 method="wB97M-V/def2-TZVPD" lumo_ev=-10.1 homo_lumo_gap_ev=4.59 total_charge=+2
Y -3.220521 -0.943149 0.077350 5.71 0.44 1.08
O -1.253157 -0.570235 -0.626243 -3.71 -0.76 0.95
H -0.706906 -0.791646 -1.387637 -0.11 0.27 -0.34
C -0.291862 3.159671 -0.278783 -0.66 -0.22 -0.07
C 0.616247 2.335696 0.604316 0.78 1.15 -0.65
O -0.084265 1.280346 1.251448 -0.07 -0.33 -0.20
H -0.677138 2.556183 -1.110544 0.13 0.06 -0.05
H 0.220376 4.027900 -0.688867 0.06 -0.02 0.00
H -1.167693 3.506430 0.276033 0.14 0.12 0.08
H 1.091759 2.990967 1.332217 -0.30 -0.26 0.45
H 1.457721 1.988328 -0.010123 -0.17 -0.48 0.18
H -0.358694 0.666344 0.551723 0.03 0.04 0.04
C 2.586963 -2.503831 0.247506 0.60 -0.03 -0.62
O 2.762453 -3.114558 -0.801408 -0.49 0.44 1.24
N 3.143310 -2.858152 1.460220 -1.00 0.57 -1.07
N 1.825239 -1.320890 0.250531 0.81 -1.38 0.29
H 3.690557 -3.695425 1.509818 0.18 0.00 0.09
H 2.998833 -2.248837 2.238768 0.34 -0.20 0.33
H 1.664111 -0.768481 1.069914 -0.20 0.14 -0.15
H 1.339815 -1.218009 -0.612638 -0.13 0.50 -0.08
C -1.741504 1.049998 -3.977039 1.55 0.12 -2.08
O -2.760403 0.460267 -4.308307 0.13 0.36 1.38
N -0.585639 0.384160 -3.542406 -0.64 0.07 0.99
N -1.463933 2.378863 -4.231282 -0.71 -0.93 0.73
H -0.580128 -0.614531 -3.463903 -0.18 -0.12 -0.61
H 0.312916 0.828660 -3.538063 0.06 0.08 -0.16
H -2.112597 2.932765 -4.759308 -0.10 -0.01 -0.03
H -0.544603 2.731074 -4.054375 0.05 0.24 -0.11
C -1.068628 -1.510339 2.961378 0.60 0.08 1.46
O -1.919190 -1.271361 2.039781 -2.30 0.11 -1.99
N -1.236037 -2.543840 3.813182 0.31 0.86 -1.05
N -0.048445 -0.663350 3.160455 -1.33 -1.06 -0.64
H -0.498051 -2.731941 4.468144 -0.18 -0.30 0.25
H -2.003407 -3.179115 3.698857 0.05 -0.18 0.05
H -0.054871 0.161160 2.555339 0.63 0.30 0.14
H 0.667371 -0.891122 3.823950 0.13 0.32 0.18

=====

| no. | molecular weight (g/mol) |
| --- | --- |
| 1 | 101.1 |
| 2 | 162.2 |
| 3 | 350.3 |
| 4 | 332.1 |